One molecule with the formula C3H3N3O. Source: the OMol25 dataset; level of theory: ωB97M-V/def2-TZVPD.

Geometry as ORCA input:
```
! wB97M-V def2-TZVPD RIJCOSX def2/J DEFGRID3
* xyz 0 1
N 2.327 -0.986 0.975
C 1.265 -0.591 0.512
N -0.938 1.010 -1.865
N -1.670 1.039 -0.932
O -0.899 0.442 1.422
C -1.259 0.041 0.253
C 0.159 -0.250 -0.085
H 3.055 -0.284 1.098
H -2.015 -0.758 0.168
H -0.025 0.336 -1.547
*
```

Its total energy is -355.38829 Eh. As for the frontier orbital gap (spin up / spin down): 7.3 / 7.3 eV. As for the HOMO energy (spin up / spin down): -9.265 / -9.265 eV. Its energy above the lowest of the compared OMol25 structures with the same formula, charge and spin is 6.846 eV.

=====

C21H32F3N2O6PSTi as an isolated structure in a non-equilibrium geometry. Source: the OMol25 dataset; level of theory: ωB97M-V/def2-TZVPD.

Geometry as ORCA input:
```
! wB97M-V def2-TZVPD RIJCOSX def2/J DEFGRID3
* xyz 2 1
Ti 1.160 0.837 0.614
C 3.147 0.172 3.961
C 2.940 1.327 3.004
C 3.297 2.676 3.584
O 1.506 1.345 2.550
C 3.740 1.067 1.733
O 4.912 1.138 1.668
O 2.925 0.722 0.654
H 2.652 0.369 4.913
H 4.215 0.062 4.148
H 2.767 -0.760 3.545
H 2.852 2.800 4.572
H 2.968 3.488 2.936
H 4.380 2.736 3.687
H 0.949 1.626 3.289
F -3.940 -7.148 0.259
C -3.724 -6.540 1.427
F -3.129 -7.411 2.251
F -4.911 -6.221 1.959
C -2.873 -5.299 1.263
C -2.460 -4.885 0.007
C -1.691 -3.741 -0.118
C -1.338 -3.018 1.024
C -1.753 -3.448 2.292
C -2.522 -4.587 2.406
C -0.560 -1.830 0.901
C 0.097 -0.798 0.805
H -2.737 -5.456 -0.868
H -1.358 -3.408 -1.093
H -1.468 -2.888 3.173
H -2.850 -4.932 3.378
C -2.498 1.542 1.179
N -2.221 1.674 -0.256
C -2.903 0.675 -1.094
C -1.315 2.528 -0.742
S 0.105 2.951 0.246
N -1.459 3.115 -1.913
C -2.758 3.230 -2.597
C -0.375 3.814 -2.623
H -3.572 1.395 1.294
H -2.220 2.445 1.712
H -1.985 0.679 1.599
H -2.863 -0.270 -0.552
H -2.370 0.547 -2.031
H -3.945 0.925 -1.278
H -3.568 3.223 -1.874
H -2.900 2.438 -3.330
H -2.766 4.187 -3.113
H 0.597 3.527 -2.244
H -0.508 4.889 -2.510
H -0.436 3.557 -3.679
C 0.087 0.266 -4.155
O 0.074 0.477 -2.708
P 1.404 0.459 -1.871
O 2.022 -0.945 -2.214
C 2.942 -1.722 -1.404
O 2.300 1.519 -2.623
C 3.359 2.344 -2.084
H 0.400 1.183 -4.646
H -0.930 0.006 -4.429
H 0.761 -0.548 -4.410
H 3.090 -2.655 -1.935
H 2.506 -1.925 -0.431
H 3.892 -1.204 -1.302
H 4.279 1.771 -2.021
H 3.094 2.737 -1.107
H 3.486 3.167 -2.778
*
```

Its total energy is -3268.51996 Eh. As for the frontier orbital gap: 7.0 eV. As for the HOMO energy: -14.446 eV. Its energy above the lowest of the compared OMol25 structures with the same formula, charge and spin is 0.410 eV.

=====

An isolated ion of composition C4H11N2S and charge -1 in a non-equilibrium geometry. Source: the OMol25 dataset; level of theory: ωB97M-V/def2-TZVPD.

Geometry as ORCA input:
```
! wB97M-V def2-TZVPD RIJCOSX def2/J DEFGRID3
* xyz -1 1
N -0.783 0.601 -1.325
C 0.453 0.464 -0.593
C 1.539 1.528 -0.858
S 2.205 1.312 -2.467
C -0.065 0.329 0.888
N -1.092 -0.643 1.085
C -0.847 -2.074 0.705
H -1.568 0.054 -0.963
H -1.027 1.664 -1.502
H 0.850 -0.524 -1.042
H 2.271 1.503 0.045
H 1.005 2.512 -0.676
H 0.808 0.196 1.633
H -0.422 1.414 0.937
H -1.213 -0.799 2.149
H 0.033 -2.499 1.244
H -1.660 -2.826 1.126
H -0.487 -2.212 -0.385
*
```

Its total energy is -666.65443 Eh. As for the frontier orbital gap: 5.6 eV. The SMILES is CNC[C@@H](N)C[S-]. As for the HOMO energy: -2.216 eV. Its energy above the lowest of the compared OMol25 structures with the same formula, charge and spin is 2.507 eV.

=====

C18H23Cl3N2O3PdS2Si as an isolated structure in a non-equilibrium geometry. Source: the OMol25 dataset; level of theory: ωB97M-V/def2-TZVPD.

Geometry as ORCA input:
```
! wB97M-V def2-TZVPD RIJCOSX def2/J DEFGRID3
* xyz 2 5
Pd 0.371 -0.614 -0.009
C -3.182 -3.338 -0.182
C -2.288 -2.153 -0.059
N -1.249 -1.971 -0.797
O -0.915 -2.997 -1.611
C -2.573 -1.111 0.934
C -3.870 -1.092 1.670
N -1.637 -0.250 1.160
O -1.638 0.656 2.012
H -2.819 -4.015 -0.948
H -4.197 -3.027 -0.435
H -3.232 -3.871 0.769
H -0.499 -2.590 -2.388
H -4.702 -1.034 0.966
H -3.914 -0.250 2.354
H -3.983 -2.017 2.239
O 1.142 1.276 1.240
S 0.214 2.415 1.463
C 0.390 2.886 3.184
C -0.725 3.211 3.937
C -0.539 3.617 5.250
C 0.743 3.678 5.779
C 1.847 3.334 5.007
C 1.680 2.922 3.696
C 0.908 3.838 0.611
C 0.159 5.009 0.600
C 0.703 6.132 0.002
C 1.956 6.057 -0.597
C 2.683 4.871 -0.582
C 2.150 3.735 0.003
H -1.717 3.142 3.507
H -1.393 3.884 5.857
H 0.886 3.997 6.802
H 2.845 3.398 5.420
H 2.530 2.654 3.082
H -0.821 5.051 1.060
H 0.148 7.060 -0.007
H 2.364 6.928 -1.093
H 3.669 4.830 -1.025
H 2.695 2.802 0.016
C 1.679 -3.332 0.657
S 0.966 -2.176 1.866
C 2.459 -1.307 2.399
H 2.411 -3.972 1.149
H 2.156 -2.785 -0.155
H 0.869 -3.950 0.277
H 2.952 -0.827 1.557
H 3.124 -2.024 2.877
H 2.152 -0.559 3.127
Cl -0.367 1.317 -1.587
Si 1.361 0.027 -2.135
Cl 2.789 1.314 -2.742
Cl 0.598 -1.017 -3.728
*
```

Its total energy is -3628.60359 Eh. As for the frontier orbital gap (spin up / spin down): 7.9 / 4.6 eV. As for the HOMO energy (spin up / spin down): -13.828 / -14.798 eV. Its energy above the lowest of the compared OMol25 structures with the same formula, charge and spin is 0.868 eV.